C4H7BrO in the gas phase. Source: OMol25; level of theory: ωB97M-V with the def2-TZVPD basis set.

Its charge is 0. The structure (SMILES) is CC[C@H]1O[C@@H]1Br. The calculation puts the energy above the lowest of the compared OMol25 structures with the same formula, charge and spin at 2.1242 eV. The value obtained for the largest force on an atom is 5.28 eV/A. As for the electronic energy: -76349.1014 eV. The LUMO energy comes out at 0.90 eV.

```
13
Properties=species:S:1:pos:R:3:forces:R:3:nbo_charge:R:1
C -1.399 -0.954 0.072 -4.5 0.8 0.6 -0.62
C -0.915 0.434 -0.215 3.3 -0.7 -3.2 -0.43
C 0.651 0.453 -0.604 0.6 -1.5 1.6 0.10
O 1.357 1.551 -0.125 1.0 0.6 0.5 -0.49
C 1.737 0.392 0.607 -2.3 0.2 -4.8 -0.04
Br 3.454 -0.393 0.234 -0.5 0.4 0.4 0.03
H -0.630 -1.640 0.242 1.0 -1.4 -0.3 0.22
H -2.278 -1.246 -0.675 2.3 0.1 1.4 0.22
H -1.943 -0.877 1.063 0.4 -0.4 -1.0 0.21
H -0.968 1.114 0.569 -0.4 1.2 1.4 0.21
H -1.398 0.815 -1.115 -0.2 0.4 0.2 0.21
H 1.044 0.032 -1.598 -0.8 0.6 1.5 0.19
H 1.287 0.322 1.545 0.1 -0.2 1.7 0.20
```
Positions in Å, forces in eV/Å.

=====

2 unconnected molecules or ions with the total composition C4H7BrO. Source: OMol25; level of theory: ωB97M-V with the def2-TZVPD basis set.

Its charge is 0. The spin multiplicity is 3. The calculation puts the energy above the lowest of the compared OMol25 structures with the same formula, charge and spin at 2.6349 eV. As for the expectation value of S²: 2.015. The value obtained for the largest force on an atom is 3.41 eV/A. As for the electronic energy: -76344.5136 eV. The LUMO energy (alpha / beta) comes out at 0.85 / -0.76 eV.

```
13
Properties=species:S:1:pos:R:3:forces:R:3:nbo_charge:R:1
C 0.160 -2.621 0.296 0.6 -2.0 2.1 -0.55
C -0.284 -1.653 -0.406 -1.7 0.8 -2.3 -0.10
C -0.907 2.011 -0.371 -0.9 0.9 -0.3 -0.25
C 0.991 0.511 0.378 0.8 2.3 0.7 0.05
O 0.375 1.471 -0.457 1.8 -2.3 1.7 -0.54
Br 2.900 0.567 -0.085 -1.0 -0.2 0.3 -0.02
H -0.467 -3.602 0.457 1.4 1.7 -0.2 0.22
H 1.150 -2.473 0.888 -1.6 -0.6 -1.0 0.22
H -1.065 -1.318 -1.129 0.8 -0.6 1.0 0.20
H -1.534 1.574 -1.167 0.3 0.4 0.2 0.19
H -0.724 3.083 -0.484 -0.4 0.0 -0.6 0.20
H -1.501 1.998 0.534 0.4 -0.9 0.8 0.19
H 0.907 0.452 1.546 -0.5 0.5 -2.3 0.19
```
Positions in Å, forces in eV/Å.

=====

A molecular structure, C4H7BrO2S2. Source: OMol25; level of theory: ωB97M-V with the def2-TZVPD basis set.

Its charge is 0. The calculation puts the energy above the lowest of the compared OMol25 structures with the same formula, charge and spin at 1.9412 eV. The value obtained for the largest force on an atom is 3.04 eV/A. As for the electronic energy: -100065.1231 eV. The LUMO energy (alpha / beta) comes out at -1.50 / -1.50 eV.

```
16
Properties=species:S:1:pos:R:3:forces:R:3:nbo_charge:R:1
C -0.921 0.865 0.034 -1.1 2.7 -1.0 -0.43
C 0.461 1.385 -0.399 -1.2 -0.5 0.2 -0.62
C -0.766 -0.113 1.164 -1.6 -0.1 0.3 -0.69
C 0.053 -1.380 -0.919 1.4 0.5 1.3 -0.87
O 1.859 -0.028 -2.158 1.5 0.5 -2.0 -0.89
O -1.441 -2.694 0.974 -0.6 0.1 -0.4 -0.95
S 1.239 -0.139 -0.895 -0.9 -1.6 0.8 1.68
S -0.277 -1.819 0.811 1.2 0.0 -0.2 1.29
Br 3.047 -0.009 0.712 -0.5 -0.4 -0.4 -0.33
H -1.482 1.755 0.461 0.6 -0.9 -0.5 0.24
H -1.426 0.619 -0.956 0.1 -0.4 1.9 0.25
H 0.415 1.898 -1.374 0.2 0.2 0.6 0.27
H 0.934 1.910 0.446 0.3 -0.3 -0.8 0.27
H -0.269 0.341 2.004 0.9 0.0 0.2 0.25
H -1.727 -0.327 1.608 -0.7 -0.1 0.0 0.27
H 0.302 -2.264 -1.513 0.4 0.4 0.0 0.27
```
Positions in Å, forces in eV/Å.

=====

2 unconnected molecules or ions with the total composition C4H7BrOS. Source: OMol25; level of theory: ωB97M-V with the def2-TZVPD basis set.

Its charge is 0. The structure (SMILES) is CCC#CBr.OS. The calculation puts the energy above the lowest of the compared OMol25 structures with the same formula, charge and spin at 2.7399 eV. The value obtained for the largest force on an atom is 2.89 eV/A. As for the electronic energy: -87182.9190 eV. The LUMO energy comes out at 0.44 eV.

```
14
Properties=species:S:1:pos:R:3:forces:R:3:nbo_charge:R:1
C -0.615 0.146 -1.683 0.8 1.0 -1.6 -0.59
C -2.092 0.223 -1.477 -1.2 -2.2 0.0 -0.47
C -2.289 0.932 -0.213 -0.5 1.2 0.1 -0.03
C -2.272 1.681 0.734 0.2 0.0 0.2 -0.18
Br -2.010 2.816 2.146 -0.5 -0.4 -0.7 0.18
H -0.323 -0.656 -2.311 0.0 -0.9 -1.0 0.21
H -0.056 -0.017 -0.812 0.6 0.0 1.6 0.22
H -0.258 1.059 -2.176 0.1 -0.1 0.3 0.21
H -2.427 -0.899 -1.313 0.1 2.2 -0.6 0.22
H -2.567 0.687 -2.415 0.2 -0.7 1.7 0.24
O -1.113 -0.202 3.748 -2.4 -1.6 0.1 -0.87
S 0.157 0.233 2.825 1.2 0.1 -0.5 0.28
H -1.777 -0.740 3.227 1.2 1.1 0.7 0.49
H 0.472 1.208 3.683 0.2 0.2 -0.2 0.09
```
Positions in Å, forces in eV/Å.

=====

2 unconnected molecules or ions with the total composition C4H7Cl. Source: OMol25; level of theory: ωB97M-V with the def2-TZVPD basis set.

Its charge is 0. The calculation puts the energy above the lowest of the compared OMol25 structures with the same formula, charge and spin at 4.0729 eV. The value obtained for the largest force on an atom is 3.30 eV/A. As for the electronic energy: -16779.2986 eV. The LUMO energy (alpha / beta) comes out at -0.50 / -0.15 eV.

```
12
Properties=species:S:1:pos:R:3:forces:R:3:nbo_charge:R:1
C -1.040 -1.462 -0.417 -2.1 -0.2 1.9 -0.33
C -0.774 -0.681 0.715 2.0 0.2 -2.6 -0.26
C -1.691 -0.299 1.652 0.0 1.0 -0.7 -0.36
C 2.447 1.500 -0.922 -2.1 -0.6 -0.9 -0.38
Cl 2.518 1.876 -2.591 0.2 0.1 0.3 0.00
H -0.375 -1.587 -1.238 0.4 -0.1 -0.4 0.20
H -2.065 -1.946 -0.403 1.4 0.4 -0.5 0.18
H -1.352 0.563 2.151 0.1 0.7 1.4 0.18
H 3.361 1.446 -0.393 0.5 -0.1 0.5 0.19
H -2.753 -0.282 1.464 -0.2 -0.9 0.2 0.19
H 0.247 -0.128 0.660 -1.7 -1.2 0.7 0.19
H 1.477 0.999 -0.677 1.4 0.6 0.2 0.19
```
Positions in Å, forces in eV/Å.

=====

C4H7Cl2N in the gas phase. Source: OMol25; level of theory: ωB97M-V with the def2-TZVPD basis set.

Its charge is 0. The structure (SMILES) is NC/C(=C/Cl)CCl. The calculation puts the energy above the lowest of the compared OMol25 structures with the same formula, charge and spin at 0.5133 eV. The value obtained for the largest force on an atom is 2.27 eV/A. As for the electronic energy: -30795.6578 eV. The LUMO energy comes out at 0.82 eV.

```
14
Properties=species:S:1:pos:R:3:forces:R:3:nbo_charge:R:1
N -0.160 -0.192 1.863 0.6 1.0 1.2 -0.84
C -0.876 -0.266 0.612 -1.4 -0.5 1.6 -0.25
C 0.024 -0.218 -0.550 1.1 1.4 -1.4 -0.05
C -0.341 -0.892 -1.627 0.4 -0.1 -0.8 -0.15
Cl 0.539 -0.883 -3.181 -0.7 0.0 1.1 -0.03
C 1.229 0.711 -0.481 -1.2 -0.1 1.5 -0.38
Cl 0.809 2.433 -0.177 -0.7 0.5 -0.2 -0.09
H -0.701 -0.455 2.696 0.1 0.0 -0.9 0.37
H 0.114 0.767 2.031 0.2 0.1 0.2 0.35
H -1.756 0.425 0.537 0.8 -0.3 -0.1 0.19
H -1.246 -1.269 0.708 -0.8 -0.5 -0.7 0.21
H -1.252 -1.485 -1.584 0.3 -0.1 -0.5 0.22
H 1.881 0.779 -1.302 0.6 -0.6 -1.1 0.24
H 1.735 0.545 0.455 0.6 -0.8 -0.1 0.24
```
Positions in Å, forces in eV/Å.

=====

2 unconnected molecules or ions with the total composition C4H7Cl2NO. Source: OMol25; level of theory: ωB97M-V with the def2-TZVPD basis set.

Its charge is 0. The calculation puts the energy above the lowest of the compared OMol25 structures with the same formula, charge and spin at 3.5995 eV. The value obtained for the largest force on an atom is 1.70 eV/A. As for the electronic energy: -32839.7053 eV. The LUMO energy (alpha / beta) comes out at 0.63 / 0.59 eV.

```
15
Properties=species:S:1:pos:R:3:forces:R:3:nbo_charge:R:1
C -1.386 0.354 -0.399 -0.2 0.0 -0.2 0.11
C -2.188 -0.574 1.623 -0.3 0.0 0.3 -0.45
C 2.797 -0.526 -1.721 0.6 -1.2 -1.0 -0.15
C 1.597 0.574 -0.078 -0.6 0.5 1.1 0.00
N -1.327 -0.508 0.485 0.4 -0.3 -0.1 -0.42
O 2.452 0.513 -1.036 0.2 1.1 0.1 -0.36
Cl -2.522 1.689 -0.494 -0.1 0.1 0.0 -0.07
Cl 1.454 2.089 0.735 0.1 -0.3 -0.2 -0.01
H -3.135 -0.043 1.485 0.1 -0.1 0.0 0.20
H -1.662 -0.142 2.476 0.0 0.0 0.1 0.22
H -2.374 -1.628 1.835 -0.1 0.1 0.1 0.21
H 2.386 -1.498 -1.524 -0.2 -0.1 0.2 0.16
H 3.470 -0.344 -2.537 0.1 0.1 0.0 0.17
H -0.708 0.334 -1.237 0.1 0.2 -0.2 0.20
H 1.147 -0.289 0.385 0.1 -0.1 -0.1 0.20
```
Positions in Å, forces in eV/Å.

=====

A molecular structure, C4H7Cl2O3P. Source: OMol25; level of theory: ωB97M-V with the def2-TZVPD basis set.

Its charge is -2. The calculation puts the energy above the lowest of the compared OMol25 structures with the same formula, charge and spin at 2.4034 eV. The value obtained for the largest force on an atom is 7.06 eV/A. As for the electronic energy: -44739.9320 eV. The LUMO energy comes out at 4.60 eV.

```
17
Properties=species:S:1:pos:R:3:forces:R:3:nbo_charge:R:1
C -1.440 -0.935 -0.299 -0.8 -0.6 -0.2 -0.65
C -0.202 -0.366 0.392 -0.8 4.5 -2.7 -0.35
C -0.074 2.365 -0.194 -1.2 2.8 1.4 -0.52
C 0.371 1.192 -0.481 -2.3 -6.7 0.0 -0.01
O 1.994 2.731 1.823 -0.4 -0.2 -0.3 -1.16
O 2.698 0.761 0.350 0.0 -0.9 0.0 -1.14
O 2.750 3.122 -0.583 -0.2 0.5 -0.8 -1.16
P 2.340 2.186 0.476 1.8 0.9 1.9 2.45
Cl -11.184 0.182 -0.153 -0.1 0.0 0.0 -1.00
Cl 0.923 0.719 -2.110 -0.2 0.5 0.8 -0.04
H -2.455 -0.816 0.207 1.4 0.7 -0.7 0.21
H -1.327 -2.035 -0.226 0.0 0.3 -0.6 0.20
H -1.431 -0.601 -1.367 -0.4 -0.6 0.8 0.22
H 0.609 -0.979 0.115 1.3 -0.6 1.1 0.23
H -0.515 0.034 1.343 1.1 -0.5 0.8 0.22
H -0.606 2.697 0.732 0.7 -0.9 -0.7 0.25
H 0.187 3.168 -0.831 0.1 0.8 -0.7 0.24
```
Positions in Å, forces in eV/Å.

=====

Q: electronic energy of number 3 (C4H7BrO2S2)?
A: -100065.1231 eV